(1)
{
  "formula": "C2H2N4",
  "method": "the ωB97M-V functional and the def2-TZVPD basis",
  "symbols": ["C", "C", "N", "N", "N", "N", "H", "H"],
  "coordinates": [[-1.241, -0.269, -0.311], [0.330, 1.962, -0.571], [-1.943, -0.524, -1.186], [0.829, 2.820, -1.131], [0.601, -1.020, 0.769], [-0.385, -0.089, 0.646], [1.051, -1.007, 1.626], [0.757, -1.873, 0.159]],
  "lowdin_charge": [-0.41, -0.13, 0.19, -0.02, 0.11, 0.00, 0.09, 0.17],
  "de_lowest_ev": 5.616,
  "energy_ev": -8060.516,
  "e_lumo_ev": [-2.46, -3.22],
  "e_homo_ev": [-11.59, -10.11]
}

---

(2)
{
  "formula": "C2H2N4",
  "method": "the ωB97M-V functional and the def2-TZVPD basis",
  "symbols": ["C", "N", "N", "N", "C", "N", "H", "H"],
  "coordinates": [[-1.018, -0.440, -0.315], [-0.953, 0.855, -0.662], [-0.053, 1.564, -0.075], [1.033, 0.947, 0.348], [1.058, -0.380, 0.362], [-0.048, -1.149, 0.284], [-2.073, -0.597, -0.457], [2.056, -0.800, 0.515]],
  "lowdin_charge": [-0.18, 0.01, -0.01, 0.04, -0.20, 0.12, 0.11, 0.11],
  "smiles": "c1ncnnn1",
  "de_lowest_ev": 2.339,
  "energy_ev": -8063.793,
  "e_lumo_ev": -0.64,
  "e_homo_ev": -10.21
}

---

(3)
{
  "formula": "C2H2N4",
  "method": "the ωB97M-V functional and the def2-TZVPD basis",
  "symbols": ["C", "N", "N", "N", "C", "N", "H", "H"],
  "coordinates": [[0.425, -0.161, -1.138], [1.479, 0.020, -0.439], [0.805, -0.560, 0.663], [0.233, 0.468, 1.452], [-0.863, 0.303, 0.816], [-0.581, -0.618, -0.236], [0.341, -0.118, -2.211], [-1.837, 0.666, 1.094]],
  "lowdin_charge": [-0.21, 0.09, -0.03, 0.09, -0.21, 0.06, 0.10, 0.10],
  "de_lowest_ev": 4.886,
  "energy_ev": -8061.246,
  "e_lumo_ev": 0.26,
  "e_homo_ev": -10.48
}

---

(4)
{
  "formula": "C2H2N4O",
  "method": "the ωB97M-V functional and the def2-TZVPD basis",
  "symbols": ["C", "C", "N", "N", "N", "N", "O", "H", "H"],
  "coordinates": [[-1.471, 0.420, -1.686], [0.390, 0.002, 0.601], [-2.359, -0.077, -2.213], [-0.339, 0.415, 1.681], [-0.192, 1.048, -0.138], [1.532, -0.741, 0.371], [-1.117, 1.241, 0.851], [2.035, -1.235, 1.095], [1.521, -1.073, -0.561]],
  "lowdin_charge": [-0.21, -0.34, -0.04, 0.17, -0.01, 0.23, -0.04, 0.13, 0.11],
  "multiplicity": 3,
  "de_lowest_ev": 4.197,
  "s_squared": 2.023,
  "energy_ev": -10104.495,
  "e_lumo_ev": [-0.10, -3.83],
  "e_homo_ev": [-8.65, -10.33]
}

---

(5)
{
  "formula": "C2H2N4O2",
  "method": "the ωB97M-V functional and the def2-TZVPD basis",
  "symbols": ["C", "C", "H", "H", "N", "N", "N", "N", "O", "O"],
  "coordinates": [[-0.548, 0.362, -0.054], [1.727, 0.780, 0.089], [-3.403, 0.092, 0.137], [2.462, 1.654, 0.331], [-1.709, 0.681, 0.383], [-0.095, -0.972, 0.000], [1.139, -1.303, 0.008], [2.143, -0.505, 0.056], [-2.553, -0.484, -0.168], [0.493, 1.246, -0.307]],
  "lowdin_charge": [-0.40, -0.07, 0.15, 0.17, 0.11, 0.10, -0.05, 0.04, -0.13, 0.07],
  "smiles": "O/N=c1\\nnnco1",
  "de_lowest_ev": 7.883,
  "energy_ev": -12154.864,
  "e_lumo_ev": -1.50,
  "e_homo_ev": -9.43
}

---

(6)
{
  "formula": "C2H2N4O2",
  "method": "the ωB97M-V functional and the def2-TZVPD basis",
  "symbols": ["C", "C", "H", "H", "N", "N", "N", "N", "O", "O"],
  "coordinates": [[-0.260, 1.015, 0.045], [0.417, -1.001, -0.084], [0.083, 2.235, 1.631], [1.935, -1.585, 0.244], [-1.238, 0.803, -1.031], [-1.593, -0.433, -1.133], [1.047, -2.036, -0.104], [0.631, 0.204, 0.556], [-0.237, 2.181, 0.547], [-0.783, -1.383, -0.671]],
  "lowdin_charge": [-0.47, -0.56, 0.27, 0.10, 0.13, 0.06, 0.18, 0.20, 0.08, 0.01],
  "smiles": "[H]/N=c1\\nc(O)nno1",
  "de_lowest_ev": 5.759,
  "energy_ev": -12156.989,
  "e_lumo_ev": -0.85,
  "e_homo_ev": -10.22
}

---

(7)
{
  "formula": "C2H2N4O2",
  "method": "the ωB97M-V functional and the def2-TZVPD basis",
  "symbols": ["C", "C", "H", "H", "N", "N", "N", "N", "O", "O"],
  "coordinates": [[0.919, 1.068, -0.039], [-0.431, 0.556, 0.039], [-2.189, -0.335, 0.074], [0.838, 2.154, -0.300], [-0.401, -0.911, -0.155], [0.730, -1.633, 0.148], [1.837, -0.980, 0.275], [1.919, 0.360, -0.178], [-1.707, -1.419, -0.110], [-1.515, 1.138, 0.247]],
  "lowdin_charge": [-0.10, -0.33, 0.22, 0.15, -0.11, 0.09, 0.00, 0.07, -0.04, 0.06],
  "smiles": "O=c1cnnnn1O",
  "de_lowest_ev": 6.764,
  "energy_ev": -12155.983,
  "e_lumo_ev": -1.19,
  "e_homo_ev": -10.19
}

---

(8)
{
  "formula": "C2H2N4O2",
  "method": "the ωB97M-V functional and the def2-TZVPD basis",
  "symbols": ["C", "C", "H", "H", "N", "N", "N", "N", "O", "O"],
  "coordinates": [[-0.165, -0.938, -0.389], [1.643, 0.131, 0.061], [-2.296, 0.065, 1.355], [-1.119, -1.603, -0.934], [-0.611, 0.306, 0.345], [0.966, -1.078, -0.532], [1.154, 1.447, -0.558], [-0.094, 1.494, -0.343], [-2.084, 0.165, 0.285], [2.605, 0.011, 0.709]],
  "lowdin_charge": [-0.24, -0.44, 0.19, 0.21, -0.14, 0.16, 0.13, 0.07, -0.11, 0.17],
  "smiles": "O=c1ncn(O)nn1",
  "de_lowest_ev": 7.189,
  "energy_ev": -12155.558,
  "e_lumo_ev": -0.78,
  "e_homo_ev": -10.10
}

---

(9)
{
  "formula": "C2H2N4S",
  "method": "the ωB97M-V functional and the def2-TZVPD basis",
  "symbols": ["C", "C", "H", "H", "N", "N", "N", "N", "S"],
  "coordinates": [[-0.904, 0.760, 0.126], [0.377, 0.419, 0.069], [-3.260, 0.797, -0.170], [-1.034, 1.899, 0.322], [0.503, -1.010, 0.162], [1.825, -1.092, -0.025], [2.482, 0.201, -0.114], [1.585, 1.094, -0.052], [-2.331, -0.257, -0.070]],
  "lowdin_charge": [-0.42, -0.51, -0.08, 0.12, 0.06, -0.02, 0.00, 0.05, 0.80],
  "smiles": "SC=C1N=NN=N1",
  "de_lowest_ev": 1.893,
  "energy_ev": -18897.986,
  "e_lumo_ev": -1.82,
  "e_homo_ev": -10.15
}

---

(10)
{
  "formula": "C2H2N6",
  "method": "the ωB97M-V functional and the def2-TZVPD basis",
  "symbols": ["C", "C", "H", "H", "N", "N", "N", "N", "N", "N"],
  "coordinates": [[-0.360, -0.114, -1.000], [-0.189, 0.356, 1.526], [-2.021, 0.398, -1.731], [-0.659, 0.782, 2.406], [-1.012, 0.584, -1.820], [-0.899, -1.108, -0.096], [-0.788, -0.872, 1.127], [0.874, 0.916, 1.075], [1.608, 0.270, 0.096], [1.070, -0.166, -0.929]],
  "lowdin_charge": [-0.50, -0.18, 0.07, 0.11, 0.18, 0.10, 0.06, 0.06, 0.01, 0.09],
  "smiles": "[H]/N=c1\\nncnnn1",
  "de_lowest_ev": 1.826,
  "energy_ev": -11042.079,
  "e_lumo_ev": -1.34,
  "e_homo_ev": -10.07
}

---

(11)
{
  "formula": "C2H2NO2P",
  "method": "the ωB97M-V functional and the def2-TZVPD basis",
  "symbols": ["C", "C", "N", "O", "O", "P", "H", "H"],
  "coordinates": [[0.385, 0.346, -0.865], [-0.871, -0.498, -0.612], [0.540, 1.185, -1.791], [-1.710, -0.785, -1.397], [1.355, 3.449, -2.657], [1.803, 2.099, -2.465], [0.949, 0.263, 0.012], [-0.750, -0.737, 0.451]],
  "lowdin_charge": [-0.19, -0.24, -0.14, 0.11, -0.47, 0.75, 0.08, 0.11],
  "smiles": "O=C/C=N/P=O",
  "de_lowest_ev": 1.373,
  "energy_ev": -16978.756,
  "e_lumo_ev": -1.48,
  "e_homo_ev": -9.77
}

---

(12)
{
  "formula": "C2H2NO2P",
  "method": "the ωB97M-V functional and the def2-TZVPD basis",
  "symbols": ["C", "C", "N", "O", "O", "P", "H", "H"],
  "coordinates": [[-0.138, -0.850, -0.010], [0.991, 0.053, -0.002], [-1.376, -0.957, -0.021], [1.015, -1.426, 0.028], [-1.032, 1.562, 0.021], [-2.148, 0.624, -0.006], [1.320, 0.518, 0.915], [1.367, 0.475, -0.925]],
  "lowdin_charge": [-0.55, -0.02, -0.12, 0.11, -0.50, 0.85, 0.12, 0.12],
  "smiles": "O=P/N=C1\\CO1",
  "de_lowest_ev": 1.717,
  "energy_ev": -16978.412,
  "e_lumo_ev": -0.75,
  "e_homo_ev": -10.06
}